1.
ORCA calculation (ωB97M-V/def2-TZVPD) on an isolated ion of composition C2H4NS3 and charge +1.

Positions of all 10 atoms, in Å:
C (-0.456, -0.375, 0.188)
C (0.311, 0.448, -0.432)
N (-1.403, 0.175, 1.187)
S (2.448, 1.157, -3.132)
S (2.997, -0.860, -0.427)
S (1.767, -0.003, -1.607)
H (-0.710, -1.382, -0.200)
H (-1.111, 1.018, 1.671)
H (-1.453, -0.519, 1.924)
H (-2.391, 0.342, 0.828)

## Properties
HOMO-LUMO gap (spin up / spin down): 6.4 / 6.4 eV
total charge: +1
energy relative to the best compared isomer or geometry (same formula, charge and spin): 346.2 kJ/mol
2S+1: 1

2.
ORCA calculation (ωB97M-V/def2-TZVPD) on the molecule C2H4O2.

Positions of all 8 atoms, in Å:
O (1.438, -0.932, 0.011)
C (0.944, 0.162, -0.019)
C (-0.557, 0.320, 0.023)
O (-1.223, -0.896, -0.029)
H (1.568, 1.078, -0.096)
H (-0.821, 0.837, 0.961)
H (-0.830, 0.992, -0.840)
H (-0.520, -1.562, -0.009)

## Properties
SMILES: O=CCO
HOMO-LUMO gap: 11.6 eV
total charge: 0
energy relative to the best compared isomer or geometry (same formula, charge and spin): 120.0 kJ/mol
2S+1: 1

3.
ORCA calculation (ωB97M-V/def2-TZVPD) on a 4-piece molecular cluster, C2H4O2 overall.

Positions of all 8 atoms, in Å:
C (-1.010, -0.057, -0.044)
C (0.487, -0.300, -0.175)
H (-1.060, 1.787, 0.050)
H (-1.292, -0.798, 1.533)
H (-1.626, -0.779, -1.411)
H (2.146, 0.635, 0.184)
O (1.239, 0.878, -0.087)
O (1.117, -1.365, -0.049)

## Properties
HOMO-LUMO gap: 9.0 eV
total charge: 0
energy relative to the best compared isomer or geometry (same formula, charge and spin): 855.5 kJ/mol
2S+1: 1

Number 1: F_max 0.0764 Eh/bohr, DFT total energy -1327.4725 hartree. Number 2: F_max 0.0213 Eh/bohr, DFT total energy -229.0609 hartree. Number 3: F_max 0.0945 Eh/bohr, DFT total energy -228.7807 hartree.